Entry w
The following is a quantum chemistry calculation of a molecular structure, C18H22N4O4S, from the OMol25 dataset.

The charge is 0. The value obtained for the HOMO-LUMO gap is 9.084 eV. The HOMO energy is -9.01 eV. For the LUMO energy, the calculation gives 0.08 eV.

Each line ends with the Löwdin charge.
Geometry (Å):
C -6.87 -0.79 -1.87  0.004
H -7.31 -0.29 -1.16  0.046
O -5.61 -1.34 -1.49  0.027
C -4.74 -0.72 -0.91  -0.573
C -4.81 0.52 -0.87  0.001
C -3.84 1.27 -0.07  0.067
C -2.76 0.53 0.51  -0.190
C -2.67 -0.71 0.08  -0.009
C -3.74 -1.37 -0.50  0.035
H -3.64 -2.51 -0.54  0.176
H -1.85 -1.07 0.60  0.102
C -1.62 1.40 0.91  -0.213
O -0.78 0.54 1.69  -0.121
N -1.29 2.70 0.72  0.038
H -1.74 2.96 -0.28  0.230
C -0.17 3.23 1.27  -0.052
C 1.13 2.54 0.50  -0.229
N 2.17 2.26 1.04  0.178
N 3.07 1.93 -0.11  0.103
C 2.22 1.97 -1.02  -0.911
O 1.00 2.48 -0.99  0.066
S 2.55 1.54 -2.58  1.086
C 4.22 0.67 -2.34  -0.252
H 4.65 0.52 -3.19  0.013
H 4.81 1.33 -1.96  0.019
C 4.01 -0.82 -1.86  -0.377
O 3.90 -2.00 -2.58  -0.099
N 3.78 -0.70 -0.55  0.124
H 3.64 -0.02 0.10  0.043
C 3.29 -2.06 0.27  -0.144
C 1.74 -1.82 0.38  -0.144
H 1.29 -1.15 -0.30  0.094
H 1.27 -2.81 0.14  0.117
C 1.51 -1.79 1.90  -0.137
H 1.21 -2.65 2.44  0.083
H 0.80 -0.71 2.14  0.158
C 2.93 -1.20 2.26  -0.358
H 3.02 -1.34 3.76  0.211
H 3.02 -0.10 2.23  0.100
C 3.75 -1.92 1.70  -0.358
H 4.97 -1.73 1.76  0.185
H 3.75 -3.00 2.22  0.172
H 3.44 -2.94 -0.37  0.132
H -0.23 4.20 1.00  0.109
H -0.08 3.12 2.14  0.023
H -3.70 2.36 0.00  0.106
H -5.61 1.16 -1.02  0.099
H -6.54 -0.22 -2.71  0.093
H -7.52 -1.48 -2.47  0.127

Entry x
The following is a quantum chemistry calculation of a single C18H22N4O4S molecule, from the OMol25 dataset.

The charge is 0. The value obtained for the HOMO-LUMO gap is 8.189 eV. The HOMO energy is -7.63 eV. For the LUMO energy, the calculation gives 0.56 eV.

Each line ends with the Löwdin charge.
Geometry (Å):
C 1.75 4.87 2.35  -0.062
O 2.03 3.52 1.98  -0.076
C 1.02 2.60 2.00  -0.254
N -0.25 3.00 2.19  0.148
C -1.21 2.06 2.05  -0.048
C -0.93 0.73 1.80  -0.228
C 0.38 0.32 1.60  0.051
C 1.36 1.27 1.65  -0.228
N 2.61 0.83 1.23  -0.060
S 3.02 0.94 -0.41  0.691
O 4.46 0.71 -0.38  -0.320
O 2.68 2.30 -0.86  -0.293
C 2.22 -0.37 -1.30  -0.198
C 1.45 0.08 -2.53  -0.201
N 0.75 -1.13 -3.09  -0.199
C 1.39 -1.59 -4.35  -0.085
C -0.75 -1.09 -3.12  -0.143
C -1.33 -1.51 -1.79  -0.216
C -1.63 -2.86 -1.60  -0.032
C -2.17 -3.30 -0.37  0.018
C -2.32 -2.42 0.73  -0.178
C -1.94 -1.08 0.53  -0.159
C -1.45 -0.63 -0.71  0.028
N -1.90 -0.26 1.65  -0.055
C -2.91 -0.58 2.67  -0.098
C -2.82 -2.06 3.08  -0.128
O -2.82 -2.92 1.92  -0.040
H 0.98 5.27 1.68  0.086
H 1.34 4.91 3.39  0.099
H 2.66 5.46 2.33  0.089
H -2.22 2.44 2.14  0.117
H 0.61 -0.69 1.30  0.135
H 3.41 1.27 1.64  0.104
H 2.99 -1.08 -1.57  0.109
H 1.52 -0.88 -0.65  0.079
H 2.10 0.50 -3.29  0.120
H 0.72 0.84 -2.29  0.105
H 1.17 -0.88 -5.18  0.090
H 1.01 -2.58 -4.62  0.074
H 2.50 -1.66 -4.21  0.092
H -1.12 -0.10 -3.37  0.115
H -1.13 -1.78 -3.87  0.115
H -1.43 -3.59 -2.37  0.109
H -2.43 -4.32 -0.24  0.097
H -1.11 0.38 -0.83  0.119
H -2.76 0.08 3.56  0.143
H -3.90 -0.45 2.25  0.121
H -1.90 -2.25 3.61  0.118
H -3.71 -2.34 3.67  0.131

Relative energy of each structure, in eV: entry w 15.294; entry x 0.000.

Entry w
The following is a quantum chemistry calculation of a molecular structure, C2H2NO2, from the OMol25 dataset.

The charge is -1. The value obtained for the HOMO-LUMO gap is 7.430 eV. The HOMO energy is -2.82 eV. For the LUMO energy, the calculation gives 4.61 eV.

Each line ends with the Löwdin charge.
Geometry (Å):
C -0.19 0.50 0.77  -0.131
C -0.49 -0.94 -1.49  -0.165
N 0.46 -0.44 0.09  -0.372
O -0.60 0.02 -2.19  -0.131
O 1.40 -1.07 0.72  -0.286
H -0.85 1.16 0.24  0.006
H 0.27 0.77 1.85  0.078

Entry x
The following is a quantum chemistry calculation of 2 unconnected molecules or ions with the total composition C2H2NO2, from the OMol25 dataset.

The charge is -1. The value obtained for the HOMO-LUMO gap is 9.411 eV. The HOMO energy is -4.79 eV. For the LUMO energy, the calculation gives 4.62 eV.

Each line ends with the Löwdin charge.
Geometry (Å):
C 1.50 0.58 2.05  -0.217
C -1.13 -0.32 -0.44  -0.646
N 0.98 0.90 1.07  -0.023
O -0.86 0.88 -0.73  -0.134
O -2.16 -0.96 -0.68  -0.100
H -0.37 -0.99 0.10  0.104
H 0.36 1.00 0.16  0.016

Relative energy of each structure, in eV: entry w 3.455; entry x 0.000.